No. 1
Formula: C27H56Br2Cl20O4P2
Source: the OMol25 dataset
Level of theory: the ωB97M-V functional and the def2-TZVPD basis

XYZ file:
```
111
Properties=species:S:1:pos:R:3:lowdin_charge:R:1
C -0.85154 -3.00210 0.53343 -0.1577
C 0.53575 -3.00207 -0.24441 -0.3582
P 0.79057 -1.55890 -1.42517 0.9621
C 0.40862 -2.08715 -3.18300 -0.4129
C 1.63653 -2.72913 -3.90753 -0.1946
O -0.26261 -0.25204 -0.97197 -0.4372
P 0.41789 0.65606 0.27849 0.4807
O -0.15718 0.08455 1.54921 -0.3421
O 2.04635 0.29936 0.23142 -0.2537
O 0.03638 2.21565 -0.07231 -0.2531
C 0.30184 3.19262 0.93310 -0.7477
Br -0.92803 3.09708 2.50028 0.7311
C 1.79699 3.35858 1.37562 -0.7048
C 2.24845 2.42464 2.55036 -0.2465
Br 3.08234 3.35243 -0.14956 0.6736
H -0.68565 -2.77356 1.60398 0.0106
H -1.50809 -2.21801 0.11519 0.0564
H -1.36803 -3.97397 0.40045 0.0685
H 1.33019 -2.95072 0.52914 0.0580
H 0.66088 -3.99058 -0.73406 0.0757
H -0.39400 -2.86407 -3.17270 0.0509
H -0.00260 -1.25307 -3.78900 0.0784
H 2.61977 -2.42177 -3.51223 0.0580
H 1.57199 -2.53470 -4.99445 0.0423
H 1.53633 -3.82898 -3.79150 0.0582
H 2.13653 -0.44556 0.86230 0.0097
H 0.03261 4.15604 0.47662 0.0452
H 1.85753 4.39044 1.77349 0.0305
H 2.51313 3.00936 3.45796 -0.0095
H 1.49693 1.63468 2.78890 -0.0037
H 3.18968 1.91253 2.25641 0.0437
Cl -3.22932 -5.45040 5.07854 0.5511
C -2.99252 -3.68287 5.10540 -0.6455
C -2.12852 -3.20554 3.96153 -0.6422
Cl -0.43946 -3.74161 4.13394 0.5778
H -2.56175 -3.41602 6.06868 0.0692
H -3.98058 -3.22934 5.03461 0.0743
H -2.11468 -2.11579 3.93712 0.0845
H -2.49800 -3.56306 3.00209 0.0638
Cl 0.33748 4.73593 -2.11667 0.5918
C 0.53833 6.05683 -3.29530 -0.6398
C 0.22095 7.40782 -2.69835 -0.6583
Cl -1.51548 7.58926 -2.33593 0.5625
H -0.09460 5.84093 -4.15413 0.0703
H 1.57778 6.03429 -3.62191 0.0763
H 0.48033 8.19394 -3.40384 0.0133
H 0.77619 7.57800 -1.77755 0.0736
Cl 5.61210 -0.56455 3.04356 0.5500
C 4.67017 -0.53564 4.55581 -0.6663
C 3.44673 -1.41900 4.48028 -0.6634
Cl 2.22463 -0.77763 3.35647 0.6577
H 4.40231 0.49859 4.76674 0.0666
H 5.33066 -0.88634 5.34772 0.0353
H 2.97118 -1.47805 5.45714 0.0324
H 3.70054 -2.42910 4.16344 0.0707
Cl 4.54099 -2.57302 7.43357 0.5998
C 3.85087 -3.84259 8.47662 -0.6365
C 2.34231 -3.76149 8.52335 -0.7082
Cl 1.78000 -2.30748 9.38944 0.5413
H 4.28737 -3.74595 9.46879 0.0713
H 4.16008 -4.80043 8.05896 0.0711
H 1.94160 -4.61865 9.05346 0.0083
H 1.91108 -3.74642 7.52382 0.0547
Cl -3.35391 -5.85078 -5.12446 0.5427
C -3.04141 -4.09552 -5.09081 -0.6979
C -2.20133 -3.64441 -6.26252 -0.7198
Cl -0.52484 -4.24806 -6.16395 0.5776
H -2.56517 -3.85628 -4.14050 0.0597
H -4.01300 -3.59604 -5.12431 -0.0292
H -2.14351 -2.55681 -6.27948 0.0400
H -2.62084 -3.97693 -7.20210 -0.0043
Cl 4.42454 4.21197 4.05765 0.6198
C 4.39803 5.99041 4.16114 -0.6336
C 3.14599 6.50231 4.83549 -0.6471
Cl 1.68916 6.23687 3.84431 0.5733
H 4.50087 6.38742 3.15281 0.0724
H 5.27387 6.28855 4.73703 0.0727
H 3.22783 7.57682 4.99691 0.0724
H 2.98775 6.02225 5.79938 0.0700
Cl -7.58468 -3.10362 -4.53224 0.5473
C -7.28671 -1.34808 -4.49862 -0.6613
C -6.45013 -0.89244 -5.67083 -0.6319
Cl -4.77448 -1.49044 -5.56566 0.6352
H -6.81088 -1.10463 -3.55046 0.0695
H -8.25997 -0.85914 -4.52933 0.0728
H -6.39910 0.19588 -5.68824 0.0744
H -6.86874 -1.23002 -6.61691 0.0720
Cl 1.52204 -8.07771 4.67537 0.5412
C 0.04032 -7.74494 5.60655 -0.6626
C 0.18125 -6.52190 6.48054 -0.6630
Cl 1.32894 -6.78089 7.82444 0.5913
H -0.19514 -8.63044 6.19411 0.0697
H -0.76076 -7.58837 4.88468 0.0590
H -0.78087 -6.27578 6.92876 0.0607
H 0.52135 -5.66072 5.90843 0.0163
Cl -0.24882 10.67294 -4.08704 0.5648
C -1.56982 11.15550 -2.99176 -0.6608
C -2.57331 12.05605 -3.67317 -0.6647
Cl -1.89386 13.66036 -4.04761 0.5346
H -1.12708 11.63714 -2.12191 0.0725
H -2.05827 10.23974 -2.66373 0.0191
H -3.42656 12.21893 -3.01550 0.0726
H -2.93513 11.61888 -4.60191 0.0689
Cl -0.03049 -1.10365 -10.83849 0.5389
C -0.06614 -2.72471 -10.10020 -0.6635
C -1.42781 -3.36994 -10.20882 -0.6334
Cl -2.64069 -2.55000 -9.19226 0.5969
H 0.24793 -2.63045 -9.06207 0.0568
H 0.67051 -3.33002 -10.62764 0.0741
H -1.37364 -4.40348 -9.86643 0.0762
H -1.79168 -3.36808 -11.23448 0.0684
```

Summary:
E_LUMO in eV: 0.42
Total energy in hartree: -16398.01278

***

No. 2
Formula: CHF2IS
Source: the OMol25 dataset
Level of theory: the ωB97M-V functional and the def2-TZVPD basis

XYZ file:
```
6
Properties=species:S:1:pos:R:3:nbo_charge:R:1
F 3.80468 -0.76512 -0.96231 -0.2815
C 4.60597 -0.15024 -0.13558 0.5872
F 4.75632 1.09716 -0.57977 -0.3004
S 5.35964 -0.73090 1.13852 -0.0052
I -0.52115 -1.43372 0.14131 -0.1085
H -1.63023 -2.27899 -0.74972 0.1084
```

Summary:
E_LUMO in eV: -0.11
SMILES: FC(F)=S.I
Total energy in hartree: -934.28661

***

No. 3
Formula: C15H52O11
Source: the OMol25 dataset
Level of theory: the ωB97M-V functional and the def2-TZVPD basis

XYZ file:
```
78
Properties=species:S:1:pos:R:3:lowdin_charge:R:1
C -6.77070 5.06339 -1.51330 -0.0988
C -5.33036 5.01740 -1.97406 -0.3842
O -4.87584 3.73505 -1.91988 -0.0486
H -6.86785 4.43548 -0.62765 0.0796
H -7.58958 4.86192 -2.20391 0.0698
H -6.98520 6.08398 -1.19632 0.0680
H -4.89668 5.65772 -1.20594 0.1091
H -5.23005 5.51062 -2.94090 0.1149
H -5.13397 3.47456 -2.80708 0.0924
C -5.80558 -1.36418 0.14898 -0.1031
C -6.94912 -1.00542 -0.69531 -0.3567
O -7.21030 0.32453 -0.31961 -0.0799
H -5.45668 -2.32523 -0.22885 0.0804
H -6.29188 -1.62378 1.08931 0.0862
H -5.05655 -0.58044 0.26205 0.0848
H -7.82360 -1.64272 -0.56403 0.1202
H -6.66675 -1.03803 -1.74760 0.1054
H -6.31574 0.67285 -0.31445 0.0620
C 6.63175 2.18424 0.97424 -0.0791
C 5.74738 1.77811 -0.24663 -0.3014
O 6.77516 1.48037 -1.17166 -0.0995
H 7.25763 1.34855 1.28729 0.0729
H 5.99437 2.65042 1.72560 0.0624
H 7.21791 3.06500 0.71199 0.0690
H 5.12889 2.50116 -0.77840 0.1078
H 5.04490 0.97950 -0.00826 0.0929
H 6.48090 1.67868 -2.06367 0.0763
C 3.75035 0.06811 -5.02363 -0.0849
C 4.38981 1.00722 -6.06501 -0.3450
O 5.14162 1.98378 -5.42869 -0.0724
H 3.00360 -0.63476 -5.39297 0.0708
H 3.38025 0.63230 -4.16757 0.0672
H 4.52874 -0.52228 -4.54025 0.0653
H 3.58534 1.35622 -6.71242 0.1100
H 5.15145 0.44840 -6.60882 0.1065
H 5.08425 2.75277 -6.00050 0.0850
C 0.49043 -0.22415 0.68224 -0.0895
C -0.28012 0.82574 -0.04244 -0.3220
O -1.39342 1.39675 0.67321 -0.0890
H 1.15156 0.12828 1.47395 0.0715
H 1.12956 -0.67983 -0.07405 0.0763
H -0.05234 -1.03572 1.16685 0.0727
H -0.69766 0.44375 -0.97402 0.1044
H 0.35900 1.62122 -0.42566 0.1072
H -1.82037 2.06116 0.12743 0.0707
C -2.89229 -4.54137 6.08883 -0.1947
O -2.26946 -3.60638 5.30099 -0.1147
H -2.15359 -5.21151 6.52851 0.0808
H -3.45467 -4.08508 6.90346 0.0809
H -3.52563 -5.08936 5.39120 0.0785
H -1.35466 -3.89490 5.26211 0.0773
C -0.19987 6.61103 -0.97347 -0.1579
O 0.77297 6.06528 -1.85904 -0.1318
H -0.85808 5.80455 -0.65029 0.0703
H 0.42703 6.92875 -0.14032 0.0769
H -0.75248 7.44513 -1.40592 0.0793
H 0.53969 6.48100 -2.69231 0.0636
C -1.97493 -5.23367 1.05400 -0.1663
O -2.19080 -5.74419 -0.25162 -0.1239
H -1.94673 -4.15530 0.89771 0.0770
H -2.81772 -5.39849 1.72530 0.0672
H -1.09927 -5.65815 1.54506 0.0769
H -1.98347 -6.68150 -0.25821 0.0688
C 5.56021 -1.95462 4.09047 -0.1230
O 5.95887 -2.06522 2.68279 -0.1471
H 6.47170 -1.64164 4.59972 0.0662
H 4.85893 -1.12565 4.18588 0.0748
H 5.29066 -2.90819 4.54450 0.0766
H 5.90963 -1.19091 2.28939 0.0502
C 3.23461 -5.93146 -0.69273 -0.1816
O 3.05805 -5.06692 0.38640 -0.1250
H 4.03505 -6.62055 -0.42337 0.0712
H 2.28793 -6.42723 -0.90751 0.0845
H 3.73179 -5.41241 -1.51217 0.0743
H 3.88653 -4.63733 0.61148 0.0753
O -3.00815 0.34877 4.71415 -0.0520
H -2.80794 0.58102 3.80740 0.0228
H -2.65843 -0.53618 4.81805 0.0170
```

Summary:
E_LUMO in eV: 0.28
SMILES: CCO.CCO.CCO.CCO.CCO.CO.CO.CO.CO.CO.O
Total energy in hartree: -1430.06316